Record 1
{
  "formula": "C11H12N2OS",
  "method": "the ωB97M-V functional and the def2-TZVPD basis",
  "symbols": ["C", "C", "C", "C", "C", "C", "C", "C", "C", "C", "C", "N", "N", "O", "S", "H", "H", "H", "H", "H", "H", "H", "H", "H", "H", "H", "H"],
  "coordinates": [[-4.036, 0.179, 0.157], [-3.488, -0.966, 0.653], [-3.175, 1.194, -0.345], [-2.164, -1.217, 0.464], [-1.846, 1.062, -0.211], [-1.296, -0.205, 0.025], [0.157, -0.340, 0.038], [2.502, 0.122, 0.062], [1.282, 1.016, -0.108], [1.153, 1.582, -1.427], [3.140, -2.158, 0.445], [0.769, -1.425, 0.337], [2.121, -1.165, 0.416], [3.683, 0.376, -0.042], [1.229, 2.055, 1.417], [-5.079, 0.335, 0.044], [-4.088, -1.866, 0.884], [-3.550, 2.077, -0.856], [-1.846, -2.322, 0.747], [-1.210, 1.934, -0.491], [2.027, 2.131, -1.722], [0.322, 2.374, -1.504], [0.999, 0.998, -2.328], [4.013, -1.560, 0.776], [2.784, -2.987, 1.097], [3.211, -2.842, -0.482], [2.386, 1.616, 1.952]],
  "nbo_charge": [-0.2004, -0.2333, -0.2130, -0.1715, -0.1795, -0.1294, 0.2205, 0.6247, -0.2582, -0.6534, -0.4519, -0.2694, -0.1718, -0.5656, 0.0108, 0.2104, 0.2175, 0.2136, 0.2293, 0.2060, 0.2322, 0.2232, 0.2458, 0.2611, 0.2312, 0.2295, 0.1418],
  "de_lowest_kcal_mol": 0.0,
  "homo_ha": [-0.19985, -0.33590],
  "mol_weight_g_mol": 220.30,
  "multiplicity": 3,
  "lumo_energy_ev": [0.66, -2.69],
  "energy_ev": -27459.0725,
  "s_squared": 2.04
}

=====

Record 2
{
  "formula": "C11H12N2PSr",
  "method": "the ωB97M-V functional and the def2-TZVPD basis",
  "symbols": ["C", "C", "C", "C", "C", "Sr", "P", "H", "H", "H", "H", "H", "H", "H", "H", "N", "C", "C", "C", "C", "N", "C", "C", "H", "H", "H", "H"],
  "coordinates": [[0.497, -0.143, -2.463], [-0.749, -0.810, -2.366], [-0.541, -2.034, -1.683], [0.842, -2.119, -1.363], [1.507, -0.982, -1.908], [0.151, -0.101, 0.165], [-0.711, 2.697, 0.249], [0.660, 0.827, -2.905], [-1.704, -0.397, -2.676], [-1.323, -2.679, -1.286], [2.544, -0.681, -1.709], [1.287, -2.831, -0.683], [-1.629, 2.788, 1.369], [-1.239, 3.439, -0.866], [0.438, 3.418, 0.768], [0.042, 0.073, 7.710], [0.003, -0.058, 6.553], [-0.081, -0.165, 5.129], [-0.327, -1.432, 4.538], [-0.535, -1.438, 3.177], [-0.596, -0.304, 2.462], [0.072, 0.758, 2.954], [0.172, 0.954, 4.324], [-0.460, -2.347, 5.118], [-0.721, -2.317, 2.565], [0.411, 1.506, 2.220], [0.382, 1.975, 4.711]],
  "nbo_charge": [-0.4385, -0.3850, -0.3875, -0.4245, -0.4145, 1.2108, -0.1589, 0.2117, 0.2146, 0.2180, 0.2219, 0.2202, 0.0694, 0.0295, 0.0291, -0.4628, 0.3072, -0.3335, -0.2755, -0.0078, -0.8105, -0.1803, -0.1694, 0.2119, 0.1702, 0.1239, 0.2104],
  "de_lowest_kcal_mol": 0.0,
  "homo_ha": [-0.02812, -0.02828],
  "mol_weight_g_mol": 290.82,
  "lumo_energy_ev": [2.33, 2.33],
  "energy_ev": -24703.5982,
  "total_charge": -1
}

=====

Record 3
{
  "formula": "C11H12NO2",
  "method": "the ωB97M-V functional and the def2-TZVPD basis",
  "symbols": ["C", "C", "O", "O", "H", "H", "H", "C", "C", "C", "C", "C", "C", "C", "C", "C", "N", "H", "H", "H", "H", "H", "H", "H", "H", "H"],
  "coordinates": [[0.319, -1.665, 4.001], [1.805, -2.121, 3.815], [1.985, -3.354, 3.931], [2.632, -1.215, 3.584], [-0.200, -1.560, 3.063], [0.308, -0.717, 4.543], [-0.214, -2.442, 4.551], [-2.473, 2.119, -2.363], [0.753, 0.337, -1.751], [-0.607, 0.505, -1.442], [-1.151, 1.417, -2.437], [-0.132, 1.702, -3.283], [1.030, -0.816, 0.309], [1.562, -0.436, -0.908], [-0.308, -0.588, 0.637], [-1.141, 0.140, -0.200], [1.023, 1.042, -2.897], [1.644, -1.399, 0.985], [2.508, -0.856, -1.231], [-0.695, -1.005, 1.546], [-2.048, 0.612, 0.152], [1.931, 1.116, -3.311], [-0.112, 2.228, -4.226], [-2.875, 2.475, -3.312], [-2.291, 3.017, -1.774], [-3.254, 1.465, -1.981]],
  "nbo_charge": [-0.7356, 0.7608, -0.7917, -0.7948, 0.1780, 0.1947, 0.1955, -0.6314, 0.1401, -0.1126, -0.0794, -0.0565, -0.1903, -0.2509, -0.2091, -0.2086, -0.5365, 0.2563, 0.2107, 0.2136, 0.2071, 0.4049, 0.1959, 0.2082, 0.2160, 0.2156],
  "de_lowest_kcal_mol": 32.0,
  "homo_ha": -0.14418,
  "mol_weight_g_mol": 190.22,
  "lumo_energy_ev": 2.73,
  "energy_ev": -17187.9837,
  "total_charge": -1
}

=====

Record 4
{
  "formula": "C11H12NO3",
  "method": "the ωB97M-V functional and the def2-TZVPD basis",
  "symbols": ["C", "C", "C", "O", "C", "C", "C", "C", "C", "C", "C", "H", "H", "H", "H", "H", "H", "H", "H", "H", "H", "C", "H", "H", "N", "O", "O"],
  "coordinates": [[-0.543, 0.684, 0.031], [-0.546, 1.471, 1.266], [-1.465, 2.504, 1.653], [-1.245, 3.261, 2.599], [0.672, -0.242, 0.027], [1.663, -0.185, -0.959], [2.735, -1.079, -0.949], [2.866, -2.007, 0.083], [1.903, -2.052, 1.093], [0.823, -1.174, 1.066], [-0.582, 1.632, -1.175], [0.267, 1.281, 1.973], [-2.388, 2.644, 1.055], [1.650, 0.599, -1.717], [3.497, -1.014, -1.727], [3.720, -2.686, 0.106], [1.977, -2.796, 1.889], [0.089, -1.215, 1.874], [-0.559, 1.071, -2.118], [-1.496, 2.238, -1.160], [0.276, 2.317, -1.161], [-2.055, -0.334, -0.030], [-2.900, 0.357, -0.080], [-2.056, -0.955, 0.869], [-2.101, -1.214, -1.195], [-2.588, -0.779, -2.223], [-1.613, -2.325, -1.091]],
  "nbo_charge": [-0.0649, -0.1053, 0.2728, -0.4798, -0.0691, -0.2035, -0.1999, -0.2034, -0.2197, -0.1469, -0.6271, 0.2210, 0.1188, 0.2174, 0.2188, 0.2192, 0.2189, 0.2010, 0.2362, 0.2232, 0.2264, -0.2706, 0.2275, 0.2306, 0.5057, -0.3823, -0.3650],
  "de_lowest_kcal_mol": 11.6,
  "homo_ha": [-0.34745, -0.35285],
  "mol_weight_g_mol": 206.22,
  "multiplicity": 2,
  "lumo_energy_ev": [-0.13, -1.89],
  "energy_ev": -19229.2264,
  "s_squared": 0.77
}

=====

Record 5
{
  "formula": "C11H12O5ReS4Sb",
  "method": "the ωB97M-V functional and the def2-TZVPD basis",
  "symbols": ["Re", "O", "C", "O", "C", "O", "C", "C", "O", "O", "H", "H", "H", "H", "H", "S", "Sb", "S", "S", "S", "C", "C", "C", "C", "C", "C", "C", "H", "H", "H", "H", "H", "H", "H"],
  "coordinates": [[0.437, 1.394, 0.293], [2.565, 1.824, 3.963], [1.733, 1.441, 3.053], [1.524, 2.092, 2.021], [1.045, 0.129, 3.313], [-0.099, 0.058, 2.471], [-1.297, 0.602, 3.066], [-1.556, 1.985, 2.522], [-2.129, 2.874, 3.035], [-1.037, 2.087, 1.227], [3.003, 2.662, 3.728], [0.793, 0.027, 4.368], [1.735, -0.676, 3.050], [-1.214, 0.646, 4.150], [-2.127, -0.053, 2.801], [3.784, 3.139, -2.131], [2.396, 1.588, -2.672], [2.034, 0.061, -0.102], [0.097, 2.382, -1.579], [1.749, -0.089, -3.874], [-1.211, -0.573, -0.363], [-0.968, -1.211, -1.594], [-0.151, -2.361, -1.643], [-0.050, -3.085, -2.809], [-0.757, -2.664, -3.936], [-1.558, -1.520, -3.914], [-1.657, -0.790, -2.753], [-0.908, -1.066, 0.552], [-2.035, 0.127, -0.283], [0.372, -2.684, -0.750], [0.555, -3.980, -2.850], [-0.686, -3.242, -4.849], [-2.101, -1.221, -4.799], [-2.281, 0.096, -2.712]],
  "nbo_charge": [0.8655, -0.5718, 0.8344, -0.6230, -0.1920, -0.5287, -0.1988, 0.7514, -0.4155, -0.6767, 0.5387, 0.2586, 0.2678, 0.2469, 0.2548, -0.3449, 1.3596, -0.0061, -0.0250, -0.4037, -0.1883, -0.0989, -0.1265, -0.2218, -0.0812, -0.2169, -0.1221, 0.2248, 0.2290, 0.2248, 0.2527, 0.2491, 0.2537, 0.2302],
  "de_lowest_kcal_mol": 78.8,
  "homo_ha": -0.56291,
  "mol_weight_g_mol": 660.45,
  "lumo_energy_ev": -9.21,
  "energy_ev": -73829.7530,
  "total_charge": 2
}